(1)
{
  "formula": "C5H8O",
  "method": "ωB97M-V with the def2-TZVPD basis set",
  "e_lumo_ha": [-0.005, -0.005],
  "e_tot_ev": -7356.233,
  "de_lowest_kj_mol": 581.0,
  "elements": ["O", "C", "C", "C", "C", "C", "H", "H", "H", "H", "H", "H", "H", "H"],
  "xyz": [[-1.290, -0.723, 0.137], [0.836, -0.784, -1.152], [-1.948, 0.463, -0.228], [1.503, 0.133, -0.520], [-0.531, -1.282, -0.927], [2.512, 0.695, 0.235], [-1.109, -1.227, -1.863], [0.960, 0.971, 0.093], [-2.621, 0.304, -1.084], [-2.539, 0.787, 0.632], [-0.426, -2.350, -0.696], [-1.245, 1.266, -0.497], [2.685, 1.767, 0.215], [3.112, 0.106, 0.928]],
  "forces_ev_per_a": [[0.07, -0.06, 0.08], [0.08, 0.32, 0.27], [-0.14, 0.27, -0.04], [0.00, -0.35, -0.21], [0.06, -0.15, -0.15], [0.06, -0.01, 0.01], [0.09, 0.00, 0.11], [-0.11, 0.09, 0.07], [0.08, 0.00, 0.12], [0.08, -0.03, -0.13], [0.01, 0.11, -0.05], [-0.09, -0.10, 0.03], [-0.07, -0.14, -0.02], [-0.12, 0.05, -0.08]]
}

=====

(2)
{
  "formula": "C3H6N2O",
  "method": "ωB97M-V with the def2-TZVPD basis set",
  "e_lumo_ha": [0.024, 0.024],
  "e_tot_ev": -8231.560,
  "de_lowest_kj_mol": 495.8,
  "elements": ["O", "N", "N", "C", "C", "C", "H", "H", "H", "H", "H", "H"],
  "xyz": [[-0.986, -1.358, 0.598], [-0.772, -0.555, -1.527], [-0.697, -0.627, 1.915], [0.713, 0.211, 0.226], [-0.413, -0.604, -0.242], [0.850, 1.518, -0.001], [-1.563, -1.059, -1.898], [-0.131, -1.349, 2.379], [-0.244, 0.061, -2.125], [1.745, 2.038, 0.321], [1.499, -0.395, 0.668], [-0.001, 2.118, -0.312]],
  "forces_ev_per_a": [[0.16, 0.19, -0.31], [-0.06, 0.04, 0.19], [0.05, -0.32, 0.27], [0.20, 0.23, -0.21], [-0.01, 0.07, -0.08], [-0.04, -0.04, 0.12], [0.07, 0.03, 0.20], [-0.29, -0.15, 0.04], [-0.08, -0.12, 0.02], [-0.10, -0.03, -0.10], [-0.07, 0.16, 0.04], [0.19, -0.05, -0.19]]
}

=====

(3)
{
  "formula": "C5H8N2",
  "method": "ωB97M-V with the def2-TZVPD basis set",
  "e_lumo_ha": 0.022,
  "e_tot_ev": -8292.530,
  "de_lowest_kj_mol": 238.0,
  "elements": ["N", "N", "C", "C", "C", "C", "C", "H", "H", "H", "H", "H", "H", "H", "H"],
  "xyz": [[0.475, 0.727, -0.334], [2.402, -0.603, -0.133], [-0.875, 0.774, 0.302], [-0.874, -0.258, 1.405], [0.339, -0.902, 1.234], [1.140, -0.280, 0.239], [-1.958, 0.300, -0.687], [2.738, -0.301, -1.035], [-2.917, 0.755, -0.427], [-1.699, 0.553, -1.719], [0.672, -1.800, 1.749], [-2.076, -0.786, -0.607], [2.767, -1.487, 0.187], [-1.065, 1.805, 0.623], [0.931, 1.502, -0.796]],
  "forces_ev_per_a": [[0.09, -0.23, 0.15], [-0.04, -0.08, -0.04], [-0.08, 0.12, 0.00], [0.40, 0.02, -0.25], [-0.04, -0.06, 0.14], [-0.08, 0.09, -0.13], [-0.11, 0.04, -0.08], [-0.04, -0.01, 0.13], [0.13, -0.11, -0.06], [-0.09, 0.10, 0.14], [0.01, 0.19, 0.01], [0.04, 0.23, -0.11], [-0.07, 0.17, 0.04], [0.03, -0.23, 0.07], [-0.15, -0.22, 0.00]]
}

=====

(4)
{
  "formula": "C35H30Cl2INO4PSSr",
  "method": "ωB97M-V with the def2-TZVPD basis set",
  "e_lumo_ha": 0.075,
  "e_tot_ev": -100574.546,
  "total_charge": -1,
  "de_lowest_kj_mol": 11.7,
  "elements": ["I", "Sr", "Cl", "Cl", "S", "P", "O", "O", "O", "O", "N", "C", "C", "C", "C", "C", "C", "C", "C", "C", "C", "C", "C", "C", "C", "C", "C", "C", "C", "C", "C", "C", "C", "C", "C", "C", "C", "C", "C", "C", "C", "C", "C", "C", "C", "C", "H", "H", "H", "H", "H", "H", "H", "H", "H", "H", "H", "H", "H", "H", "H", "H", "H", "H", "H", "H", "H", "H", "H", "H", "H", "H", "H", "H", "H", "H"],
  "xyz": [[0.962, 9.078, 1.335], [-0.043, -0.115, 1.277], [0.965, -4.848, 0.829], [-0.571, -4.746, -1.655], [-3.083, 0.514, 0.473], [3.202, -0.372, 0.648], [-0.100, 2.220, 0.155], [-1.217, -2.496, 1.403], [-0.100, 2.200, 2.382], [-0.299, -1.979, -0.568], [-3.223, -1.769, -0.846], [3.887, -4.504, -1.316], [0.181, 4.285, 1.289], [4.962, 0.863, 4.136], [4.760, 0.560, 2.803], [2.750, -0.756, 3.322], [-0.699, -2.781, 0.310], [0.329, 4.955, 2.496], [2.967, -0.387, 4.682], [4.029, 0.389, 5.070], [-3.822, -0.936, 0.047], [3.009, -3.562, -1.825], [6.434, 2.131, -1.550], [3.673, -0.204, 2.380], [4.442, -3.023, 0.529], [3.555, -2.066, 0.010], [4.497, 0.606, -0.229], [5.256, -2.793, 1.774], [0.553, 6.324, 2.520], [0.258, 4.990, 0.096], [-0.540, -4.295, 0.070], [4.583, -4.232, -0.148], [-0.032, 2.791, 1.273], [5.384, 2.747, -0.881], [-4.919, -3.397, -0.796], [-5.607, -2.579, 0.131], [0.478, 6.361, 0.098], [2.841, -2.363, -1.152], [-3.718, -2.960, -1.254], [6.515, 0.749, -1.564], [3.288, 2.727, 0.477], [-5.080, -1.393, 0.539], [1.671, -1.586, 2.933], [5.549, 0.000, -0.905], [4.407, 2.009, -0.222], [0.623, 7.006, 1.316], [5.263, -4.976, 0.252], [-3.098, -3.526, -1.934], [-1.354, -4.818, 0.558], [0.147, 4.445, -0.832], [-5.582, -0.761, 1.256], [2.323, 2.446, 0.050], [5.457, 0.948, 2.067], [1.803, -2.240, 2.073], [0.539, 6.913, -0.829], [2.437, -3.767, -2.721], [3.257, 2.484, 1.542], [0.274, 4.382, 3.412], [4.616, -2.675, 2.649], [2.268, -0.758, 5.424], [2.125, -1.640, -1.523], [7.180, 2.730, -2.058], [5.851, -1.882, 1.697], [-6.560, -2.908, 0.526], [-2.268, -1.518, -1.104], [5.617, -1.081, -0.924], [5.930, -3.634, 1.942], [7.326, 0.252, -2.083], [0.674, 6.848, 3.458], [5.318, 3.829, -0.872], [4.155, 0.634, 6.120], [1.071, -2.031, 3.722], [-5.316, -4.345, -1.124], [5.804, 1.469, 4.444], [4.020, -5.455, -1.817], [3.401, 3.807, 0.377]],
  "forces_ev_per_a": [[-0.01, -0.04, 0.00], [-0.02, 0.18, 0.02], [-0.03, 0.04, -0.02], [-0.01, 0.03, 0.03], [-0.11, -0.12, 0.03], [0.08, 0.04, -0.10], [0.09, -0.06, 0.06], [0.03, 0.12, -0.02], [-0.02, -0.10, -0.07], [-0.12, 0.07, 0.01], [0.19, -0.05, 0.03], [0.00, -0.01, -0.01], [0.00, 0.06, -0.01], [-0.04, -0.03, 0.01], [0.05, 0.03, 0.03], [-0.06, -0.03, 0.00], [0.08, -0.17, 0.01], [0.01, 0.03, 0.01], [-0.02, -0.01, 0.00], [0.06, 0.04, -0.01], [0.00, 0.15, 0.08], [0.01, -0.02, -0.02], [-0.05, 0.02, 0.03], [-0.02, -0.04, -0.02], [0.01, 0.03, 0.07], [-0.02, 0.02, -0.01], [-0.12, -0.01, 0.07], [0.00, 0.02, -0.03], [-0.02, -0.10, -0.06], [0.00, 0.03, -0.01], [0.03, -0.17, 0.05], [-0.03, -0.01, -0.03], [-0.02, -0.10, 0.04], [0.10, -0.03, -0.07], [-0.03, 0.05, 0.04], [0.02, -0.10, -0.08], [-0.01, -0.10, 0.05], [0.00, 0.03, 0.02], [-0.10, -0.06, 0.02], [0.00, 0.01, 0.00], [-0.01, -0.02, 0.01], [0.01, 0.12, 0.00], [-0.06, 0.11, -0.08], [0.05, -0.08, -0.05], [-0.01, 0.07, 0.01], [0.03, 0.20, 0.00], [0.01, 0.00, 0.01], [0.06, 0.05, -0.01], [0.01, -0.01, -0.04], [0.00, -0.01, -0.01], [-0.01, -0.01, 0.00], [-0.01, -0.01, 0.00], [-0.01, -0.01, -0.02], [0.07, -0.04, 0.02], [0.00, 0.01, -0.01], [0.00, 0.01, 0.00], [-0.01, 0.00, 0.00], [0.00, -0.01, 0.01], [-0.01, 0.01, 0.02], [0.00, 0.00, 0.01], [0.00, -0.02, -0.02], [0.00, 0.01, 0.00], [0.01, 0.01, 0.02], [0.00, 0.01, 0.01], [-0.01, 0.00, -0.09], [0.01, 0.01, 0.00], [0.00, -0.01, 0.00], [0.00, -0.01, 0.00], [0.00, 0.01, 0.01], [-0.02, 0.00, 0.01], [-0.02, -0.01, 0.01], [0.02, -0.02, 0.02], [0.00, -0.01, 0.00], [0.01, 0.00, 0.01], [0.00, 0.00, 0.00], [-0.01, 0.00, 0.00]]
}